DFT (the ωB97M-V functional and the def2-TZVPD basis) results for a structure of composition C5H13AgINO2.

Results
- ⟨S²⟩ = 0.75
- E_HOMO (alpha / beta) (Eh) = -0.4661 / -0.4621
- net charge = +1
- spin multiplicity = 2
- LUMO level (alpha / beta) (eV) = -5.200 / -8.261

Structure (XYZ):
```
23
C5H13AgINO2 (the ωB97M-V functional and the def2-TZVPD basis)
Ag -1.990 -0.134 1.753
I -0.220 0.851 -0.378
C 2.008 -3.802 -2.485
C 1.108 -2.558 -2.184
C -0.082 -2.300 -3.150
O 0.723 -2.527 -0.886
H 1.676 -4.817 -2.266
H 2.989 -3.824 -2.011
H 2.267 -3.864 -3.542
H 1.671 -1.647 -2.387
H -0.597 -1.386 -2.853
H -0.854 -3.069 -3.130
H 0.238 -2.021 -4.154
H 0.222 -1.731 -0.696
O -1.833 2.022 2.945
C -1.266 3.083 2.863
N -0.265 3.390 2.035
C -1.443 4.107 4.022
H 0.259 4.240 2.186
H -0.093 2.848 1.200
H -0.522 4.477 4.473
H -1.963 3.676 4.877
H -2.033 4.986 3.765
```